10
Properties=species:S:1:pos:R:3:lowdin_charge:R:1 method="wB97M-V/def2-TZVPD" e_homo_ev=-8.3 total_charge=0 lumo_energy_ev=-0.49 energy_ha=-452.9192 fmax_ev_per_a=4.65 gap_ha=0.286
C 1.33 0.23 0.21 -0.29
H -0.85 -1.19 -1.18 -0.02
C 2.27 -0.54 0.27 0.11
H -1.41 -1.26 0.53 -0.02
C 0.24 1.09 0.21 -0.06
H -0.36 1.45 1.17 0.12
H 3.02 -1.19 0.67 0.02
C -1.29 -0.63 -0.36 -0.60
I -3.15 0.16 -0.94 0.65
H 0.19 1.88 -0.57 0.08